(1)
The following is a DFT calculation (ωB97M-V/def2-TZVPD) of a molecular structure, C19H26Cl3FGeNOSiV.

Cartesian coordinates (Å):
V 0.300 -0.132 -0.065
Cl -2.853 -3.626 5.454
C -2.272 -3.069 3.902
C -1.416 -1.983 3.840
C -0.969 -1.584 2.600
Cl 0.089 -0.190 2.433
C -1.321 -2.192 1.378
O -0.865 -1.791 0.241
C -2.206 -3.285 1.521
Cl -2.720 -4.108 0.081
C -2.673 -3.721 2.747
H -1.103 -1.465 4.736
H -3.346 -4.564 2.798
C 2.101 -0.250 -4.215
Si 0.699 -0.997 -3.199
C 1.353 -2.503 -2.300
C -0.609 -1.680 -4.376
N 0.026 0.141 -2.086
C -0.791 1.170 -2.443
C -0.988 1.700 -3.738
C -1.846 2.762 -3.977
C -2.562 3.367 -2.952
C -2.403 2.878 -1.658
C -1.553 1.825 -1.460
F -1.401 1.343 -0.167
H 2.621 -1.023 -4.788
H 2.827 0.222 -3.548
H 1.752 0.511 -4.916
H 1.470 -3.315 -3.025
H 0.638 -2.825 -1.538
H 2.311 -2.337 -1.811
H -0.164 -2.458 -5.004
H -1.064 -0.937 -5.032
H -1.408 -2.140 -3.789
H -0.437 1.268 -4.563
H -1.952 3.128 -4.992
H -3.222 4.201 -3.145
H -2.929 3.300 -0.810
C 2.225 2.579 1.983
Ge 2.864 1.758 0.306
C 4.823 2.083 0.339
C 2.160 2.872 -1.157
C 2.432 -0.120 0.113
H 2.673 3.569 2.098
H 2.502 1.977 2.851
H 1.140 2.688 1.974
H 5.048 3.142 0.482
H 5.284 1.755 -0.595
H 5.279 1.519 1.156
H 2.551 3.888 -1.064
H 1.069 2.924 -1.138
H 2.450 2.474 -2.131
H 2.864 -0.630 0.981
H 2.955 -0.467 -0.785

Properties
Charge: -1
M: 561.42 g/mol
DFT total energy: -154031.662 eV
Multiplicity: 2
Kohn-Sham gap (alpha / beta): 5.899 / 5.326 eV

(2)
The following is a DFT calculation (ωB97M-V/def2-TZVPD) of a molecular structure, C19H26F5N6O5PZn at a distorted geometry.

Cartesian coordinates (Å):
Zn -0.751 -0.018 0.369
O -1.106 -2.482 1.302
C -2.272 -2.739 2.101
C -3.413 -1.777 1.742
C -3.289 -0.379 2.434
C -3.543 0.731 1.478
C -4.724 1.456 1.521
C -4.952 2.438 0.563
C -3.944 2.712 -0.411
C -2.834 1.896 -0.433
N -2.609 0.962 0.525
H -1.371 -2.494 0.331
H -1.997 -2.616 3.152
H -2.610 -3.800 1.935
H -4.381 -2.203 2.011
H -3.438 -1.664 0.646
H -2.249 -0.218 2.832
H -4.052 -0.285 3.200
H -5.457 1.263 2.302
H -5.886 3.016 0.564
H -3.964 3.579 -1.072
H -2.066 2.035 -1.205
C -1.308 -0.743 -2.384
O -1.289 -1.077 -1.041
H -2.335 -0.504 -2.741
H -1.014 -1.605 -2.985
H -0.680 0.129 -2.647
N 1.980 3.001 -4.245
N 1.688 2.831 -2.901
N 2.312 3.405 -1.838
C 1.580 2.943 -0.801
N 0.542 2.188 -1.176
N 0.590 2.079 -2.467
H 2.536 3.840 -4.345
H 1.207 2.833 -4.878
H 1.813 3.080 0.258
F 1.160 -1.764 2.206
C 1.176 -0.483 2.558
C 0.383 0.475 1.892
C 0.338 1.750 2.442
F -0.614 2.631 2.095
C 1.253 2.110 3.449
F 1.314 3.375 3.950
C 2.019 1.168 4.087
F 2.848 1.585 5.058
C 1.984 -0.145 3.642
F 2.650 -1.107 4.295
C 2.965 -1.533 -4.041
O 2.601 -2.431 -2.952
P 2.275 -1.647 -1.574
O 3.786 -0.888 -1.442
C 4.269 -0.305 -0.195
O 2.626 -2.855 -0.491
C 2.075 -4.124 -0.937
H 2.848 -2.074 -4.984
H 4.000 -1.181 -3.925
H 2.307 -0.634 -3.996
H 3.532 -0.289 0.620
H 4.535 0.745 -0.447
H 5.143 -0.884 0.090
H 1.264 -3.988 -1.678
H 1.677 -4.601 -0.040
H 2.870 -4.721 -1.379

Properties
ΔE to the lowest compared entry with this formula, charge and spin: 5.5 kcal/mol
M: 609.81 g/mol
DFT total energy: -110593.833 eV
Multiplicity: 1
Kohn-Sham gap: 8.683 eV

(3)
The following is a DFT calculation (ωB97M-V/def2-TZVPD) of a molecular structure, C19H26F8O17Si2 at a distorted geometry.

Cartesian coordinates (Å):
F 3.863 -0.920 -0.617
C 2.879 -0.094 -0.042
F 3.363 0.487 1.127
F 1.834 -0.943 0.360
C 2.372 0.922 -1.165
O 2.294 2.284 -0.757
C 1.082 2.571 -0.036
C -0.160 2.981 -0.948
Si -1.480 1.608 -1.162
O -3.056 2.100 -0.596
Si -3.843 0.616 -0.086
H 3.110 0.894 -2.049
H 1.400 0.499 -1.573
H 1.314 3.476 0.620
H 0.775 1.749 0.694
H 0.149 3.413 -1.960
H -0.690 3.834 -0.397
H -1.060 0.415 -0.389
H -1.538 1.161 -2.575
H -2.899 -0.041 0.823
H -5.099 0.876 0.641
H -4.054 -0.283 -1.242
C -6.760 -3.629 -3.003
C -5.744 -2.555 -3.238
O -5.879 -1.730 -2.096
C -6.300 -2.558 -1.097
O -6.266 -2.284 0.066
O -6.757 -3.741 -1.585
F -6.052 -1.825 -4.337
H -7.759 -3.345 -3.344
H -6.484 -4.574 -3.472
H -4.715 -2.915 -3.311
C 2.383 -0.174 4.560
C 2.149 1.302 4.558
O 1.215 1.482 5.603
C 1.459 0.476 6.490
O 1.056 0.457 7.609
O 2.229 -0.502 5.936
F 1.584 1.692 3.397
H 1.641 -0.718 3.970
H 3.379 -0.438 4.202
H 3.041 1.902 4.757
C -7.739 -3.782 2.424
C -8.655 -3.589 3.593
O -9.930 -3.863 3.046
C -9.714 -4.753 2.036
O -10.568 -5.410 1.528
O -8.400 -4.804 1.685
F -8.635 -2.303 4.023
H -7.650 -2.887 1.806
H -6.740 -4.100 2.726
H -8.462 -4.262 4.433
C 5.847 2.386 -3.668
C 5.470 3.450 -4.652
O 4.588 2.776 -5.530
C 3.998 1.804 -4.782
O 3.013 1.215 -5.103
O 4.667 1.591 -3.614
F 6.549 3.867 -5.357
H 6.683 1.772 -4.011
H 6.088 2.792 -2.696
H 4.962 4.311 -4.211
C 6.715 1.054 0.429
C 7.638 0.906 -0.741
O 8.895 1.265 -0.206
C 8.839 0.935 1.116
O 9.791 0.844 1.824
O 7.558 0.715 1.523
F 7.320 1.786 -1.733
H 6.353 2.079 0.552
H 5.858 0.384 0.371
H 7.688 -0.107 -1.149

Properties
M: 734.56 g/mol
DFT total energy: -92427.734 eV
Multiplicity: 1
Kohn-Sham gap: 10.878 eV

(4)
The following is a DFT calculation (ωB97M-V/def2-TZVPD) of C19H26N2O5 in the gas phase.

Cartesian coordinates (Å):
C -5.011 4.464 -3.109
C -3.549 4.172 -2.799
C -2.804 3.685 -4.045
O -1.435 3.437 -3.798
C -1.059 2.318 -3.125
C 0.302 2.233 -2.820
C 0.810 1.138 -2.157
C -0.041 0.106 -1.779
N 0.473 -1.017 -1.080
C 0.162 -2.326 -1.410
O -0.483 -2.662 -2.364
C 0.807 -3.235 -0.381
C 1.606 -2.309 0.533
N 1.300 -2.455 1.949
C 2.394 -2.706 2.862
C 3.165 -1.426 3.246
C 4.461 -1.211 2.459
O 4.260 -1.015 1.084
C 0.054 -2.039 2.306
O -0.687 -1.563 1.462
C -0.419 -2.237 3.731
C -0.120 -1.019 4.605
C 1.240 -0.903 0.050
O 1.647 0.122 0.542
C -1.391 0.178 -2.076
C -1.900 1.275 -2.748
H -5.522 4.816 -2.217
H -5.094 5.228 -3.878
H -5.515 3.566 -3.462
H -3.478 3.416 -2.015
H -3.056 5.074 -2.433
H -3.292 2.799 -4.468
H -2.806 4.471 -4.806
H 0.944 3.045 -3.121
H 1.862 1.084 -1.924
H 1.420 -3.984 -0.882
H 0.015 -3.752 0.161
H 2.685 -2.432 0.406
H 1.996 -3.175 3.762
H 3.073 -3.420 2.389
H 2.517 -0.563 3.079
H 3.425 -1.461 4.305
H 4.992 -0.349 2.892
H 5.110 -2.088 2.545
H 3.603 -0.309 0.970
H 0.003 -3.141 4.170
H -1.502 -2.359 3.667
H -0.636 -1.112 5.558
H -0.469 -0.116 4.110
H 0.944 -0.921 4.799
H -2.047 -0.624 -1.778
H -2.955 1.299 -2.967

Properties
ΔE to the lowest compared entry with this formula, charge and spin: 21.5 kcal/mol
M: 362.43 g/mol
Structure (SMILES): CCCOc1ccc(N2C(=O)C[C@H](N(CCCO)C(=O)CC)C2=O)cc1
DFT total energy: -33343.938 eV
Multiplicity: 1
Kohn-Sham gap: 8.948 eV